# C2H8NO2

2 unconnected molecules or ions with the total composition C2H8NO2 in a non-equilibrium geometry (ωB97M-V/def2-TZVPD, the OMol25 dataset).

Geometry (Å):
C -0.2829 -1.6220 1.9235
N -0.3119 -1.9568 0.4262
H -0.8121 -0.6873 2.0562
H -0.7485 -2.4632 2.4287
H 0.7569 -1.6178 2.2381
H -0.4062 -1.0777 -0.1034
H -1.1715 -2.4665 0.2073
H 0.4692 -2.5123 0.0836
O 0.6722 0.4148 -1.1940
C 0.4155 1.6349 -1.2290
O -0.3162 2.2232 -0.3841
H 0.8756 2.2425 -2.0457
H -0.2605 3.2035 -0.3342

Its total charge is +2. The calculation puts the energy relative to the best compared isomer or geometry (same formula, charge and spin) at 0.00 kcal per mole. The value obtained for the HOMO energy (spin up / spin down) is -22.4 / -22.4 eV. The calculation puts the LUMO energy (spin up / spin down) at -9.879 / -14.959 eV. For the electronic energy, the calculation gives -285.44602 Ha. Its expectation value of S² is 0.76. As for the spin multiplicity: 2.

natural (NBO) atomic charge list, values in e, 6 entries:
1. C -0.414
2. N -0.670
3. H 0.236
4. H 0.263
5. H 0.253
6. H 0.413